1.
{
  "formula": "C22H30N4O2",
  "method": "ωB97M-V with the def2-TZVPD basis set",
  "elements": ["C", "C", "C", "C", "N", "C", "C", "C", "C", "N", "C", "O", "C", "C", "C", "C", "O", "N", "C", "C", "C", "C", "C", "C", "C", "C", "N", "C", "H", "H", "H", "H", "H", "H", "H", "H", "H", "H", "H", "H", "H", "H", "H", "H", "H", "H", "H", "H", "H", "H", "H", "H", "H", "H", "H", "H", "H", "H"],
  "coordinates": [[-2.367291, -1.992985, -3.060478], [-3.294358, -1.721572, -1.882690], [-2.511866, -1.365245, -0.621502], [-3.439087, -1.019724, 0.542317], [-4.337288, 0.085573, 0.264261], [-5.407707, 0.182403, 1.242912], [-6.553694, -0.767944, 0.901713], [-3.718653, 1.346488, -0.070764], [-2.850429, 2.024760, 1.018243], [-1.504831, 1.507072, 1.075771], [-0.511704, 2.019882, 0.312485], [-0.665714, 3.036217, -0.351521], [0.739178, 1.240711, 0.378619], [0.873452, -0.082356, 0.747925], [2.232835, -0.403609, 0.622936], [2.880257, -1.664909, 0.872967], [2.310467, -2.673949, 1.254439], [4.249658, -1.651683, 0.636836], [4.939163, -2.905758, 0.862534], [4.957603, -0.539113, 0.224048], [6.341658, -0.629670, 0.034377], [7.085878, 0.459057, -0.363738], [6.469837, 1.681846, -0.581812], [5.109282, 1.798448, -0.407388], [4.322916, 0.710021, -0.014219], [2.902692, 0.742328, 0.183508], [1.979232, 1.728145, 0.026150], [2.212812, 3.075387, -0.423961], [-2.939606, -2.257601, -3.946523], [-1.689013, -2.812448, -2.831629], [-1.770934, -1.111757, -3.288050], [-3.970387, -0.900057, -2.123263], [-3.905657, -2.605201, -1.687615], [-1.894334, -2.216300, -0.323676], [-1.836935, -0.534543, -0.835384], [-4.066039, -1.892447, 0.741231], [-2.840392, -0.842534, 1.456819], [-5.793595, 1.204197, 1.231617], [-5.049741, -0.028261, 2.264867], [-6.892170, -0.581926, -0.113568], [-7.383035, -0.609988, 1.586604], [-6.242153, -1.806126, 0.974334], [-4.523267, 2.035876, -0.338429], [-3.098904, 1.211364, -0.958901], [-3.315956, 1.914243, 1.999971], [-2.764374, 3.086758, 0.776289], [-1.344511, 0.643143, 1.565827], [0.112930, -0.777457, 1.041524], [5.411966, -3.261889, -0.053699], [4.181478, -3.623984, 1.176130], [5.684598, -2.806233, 1.652811], [6.851877, -1.562811, 0.200858], [8.151583, 0.354656, -0.500637], [7.050347, 2.539146, -0.886126], [4.653440, 2.757039, -0.575381], [2.699612, 3.068290, -1.400281], [2.828261, 3.621606, 0.294075], [1.250611, 3.575436, -0.523762]],
  "forces_ev_per_a": [[-0.208, -0.013, 0.126], [0.325, 0.096, -0.030], [-0.422, -0.042, 0.030], [0.155, 0.000, -0.130], [-0.027, -0.089, 0.041], [-0.200, -0.177, -0.123], [0.170, 0.199, 0.156], [0.177, 0.258, 0.187], [-0.328, 0.051, -0.426], [0.045, -0.269, 0.197], [-0.199, 0.048, 0.182], [-0.074, 0.057, -0.140], [0.004, -0.705, 0.136], [0.078, 0.345, -0.113], [0.053, 0.677, -0.172], [0.055, 0.006, -0.008], [-0.240, 0.030, 0.025], [-0.121, -0.277, 0.084], [-0.034, -0.340, 0.099], [0.158, 0.574, -0.181], [0.023, -0.088, 0.019], [-0.083, 0.071, -0.004], [0.091, 0.050, -0.029], [0.014, -0.083, 0.020], [0.419, 0.030, -0.078], [-0.459, -0.834, 0.285], [-0.007, -0.192, 0.042], [0.116, 0.696, -0.188], [0.023, -0.033, -0.133], [0.112, -0.086, -0.037], [0.094, 0.074, -0.060], [-0.085, -0.041, 0.007], [-0.116, 0.006, 0.034], [0.088, 0.025, 0.015], [0.113, 0.009, 0.014], [0.081, -0.015, 0.101], [-0.084, -0.079, 0.043], [0.054, 0.002, 0.059], [-0.005, 0.117, -0.021], [-0.055, 0.015, -0.098], [-0.132, -0.066, 0.083], [-0.008, -0.138, 0.002], [0.043, 0.007, -0.046], [-0.003, 0.106, -0.051], [0.025, 0.062, -0.016], [-0.072, -0.086, 0.135], [0.093, 0.128, 0.000], [-0.228, -0.102, 0.047], [0.048, 0.031, 0.023], [0.199, 0.089, -0.056], [0.035, 0.009, -0.047], [-0.010, -0.101, 0.029], [0.084, -0.029, -0.004], [0.036, 0.077, -0.025], [-0.073, 0.072, -0.012], [0.010, 0.006, 0.061], [0.029, -0.046, -0.059], [0.223, -0.097, 0.006]],
  "lowdin_charge": [-0.112, -0.265, -0.209, -0.207, -0.190, -0.264, -0.083, -0.168, -0.139, 0.069, -0.424, 0.045, -0.112, 0.058, -0.067, -0.382, 0.058, -0.012, -0.026, -0.132, -0.021, -0.080, -0.089, -0.027, -0.060, -0.095, -0.007, -0.005, 0.067, 0.071, 0.071, 0.103, 0.111, 0.119, 0.091, 0.115, 0.109, 0.114, 0.115, 0.075, 0.068, 0.061, 0.121, 0.117, 0.121, 0.119, 0.111, 0.112, 0.100, 0.087, 0.100, 0.096, 0.105, 0.103, 0.083, 0.102, 0.102, 0.076],
  "smiles": "CCCCN(CC)CCNC(=O)c1cc2c(=O)n(C)c3ccccc3c2n1C",
  "e_homo_ev": -7.93,
  "total_charge": 0,
  "gap_ev": 8.43,
  "relative_energy_kcal_mol": 30.18
}

=====

2.
{
  "formula": "C22H30N4O3S",
  "method": "ωB97M-V with the def2-TZVPD basis set",
  "elements": ["C", "N", "C", "C", "N", "C", "O", "C", "C", "C", "C", "C", "N", "S", "O", "O", "C", "C", "C", "C", "C", "C", "C", "C", "N", "C", "C", "C", "C", "C", "H", "H", "H", "H", "H", "H", "H", "H", "H", "H", "H", "H", "H", "H", "H", "H", "H", "H", "H", "H", "H", "H", "H", "H", "H", "H", "H", "H", "H", "H"],
  "coordinates": [[-7.910340, -1.718431, 0.529031], [-6.888453, -0.704771, 0.667252], [-5.588199, -1.280458, 0.952658], [-4.579720, -0.158039, 1.213347], [-4.502633, 0.703105, 0.058731], [-3.477506, 0.859810, -0.814882], [-3.598052, 1.562674, -1.802137], [-2.152726, 0.183134, -0.479476], [-1.390049, 1.059992, 0.521108], [-0.027763, 0.452561, 0.845485], [0.801501, 0.276328, -0.426404], [2.165547, -0.338884, -0.100310], [2.963862, -0.496854, -1.293179], [4.167776, -1.623624, -1.211882], [4.817398, -1.660897, -2.486258], [3.611425, -2.837486, -0.687935], [5.372711, -1.026854, -0.008399], [5.937581, -1.925201, 0.849188], [6.957017, -1.527444, 1.729685], [7.404836, -0.235002, 1.721157], [6.838127, 0.715346, 0.847288], [7.259752, 2.060412, 0.788881], [6.651895, 2.916808, -0.088243], [5.606626, 2.425063, -0.889720], [5.187857, 1.190452, -0.864197], [5.789072, 0.318099, -0.031687], [0.039832, -0.595539, -1.423081], [-1.317827, 0.014556, -1.750218], [-5.798969, 1.268263, -0.259374], [-6.807039, 0.148163, -0.506259], [-7.964800, -2.296748, 1.450314], [-7.717549, -2.407645, -0.308120], [-8.870970, -1.232996, 0.365009], [-5.672994, -1.908296, 1.842801], [-5.225646, -1.906708, 0.115746], [-3.609825, -0.577926, 1.467760], [-4.935940, 0.439403, 2.060914], [-2.323323, -0.806860, -0.048399], [-1.970647, 1.183029, 1.438436], [-1.253395, 2.049079, 0.079149], [-0.165023, -0.521353, 1.321482], [0.501591, 1.097035, 1.551322], [0.967933, 1.260535, -0.877647], [2.036176, -1.346361, 0.302056], [2.682317, 0.274994, 0.653531], [3.342508, 0.365638, -1.662726], [5.582173, -2.943490, 0.829623], [7.390580, -2.252352, 2.401483], [8.201632, 0.079461, 2.380116], [8.056842, 2.393111, 1.439187], [6.950333, 3.950448, -0.166066], [5.088965, 3.081876, -1.577135], [-0.095167, -1.590817, -0.993679], [0.633756, -0.705841, -2.330073], [-1.192947, 0.990790, -2.220035], [-1.855230, -0.621545, -2.455677], [-5.686504, 1.888733, -1.148910], [-6.134051, 1.882496, 0.582428], [-7.792949, 0.579511, -0.691128], [-6.501383, -0.422458, -1.401931]],
  "forces_ev_per_a": [[0.040, 0.022, 0.015], [0.050, -0.022, -0.049], [0.109, 0.175, 0.238], [0.044, -0.425, 0.089], [-0.424, 0.094, 0.160], [0.296, -0.208, 0.136], [0.125, 0.135, -0.308], [0.001, 0.341, -0.356], [0.014, -0.317, 0.209], [0.082, 0.330, -0.223], [0.174, -0.515, 0.148], [-0.417, 0.129, 0.428], [0.616, -0.824, -0.253], [-0.096, 0.147, -0.290], [0.059, 0.341, 0.061], [-0.022, 0.153, 0.286], [-0.456, -0.449, -0.353], [-0.240, -0.028, -0.133], [0.190, 0.228, 0.063], [-0.004, -0.213, 0.056], [-0.370, -0.083, -0.318], [-0.151, 0.121, -0.178], [0.204, -0.122, 0.256], [-0.021, 0.059, -0.019], [-0.147, 0.220, -0.386], [0.574, 0.259, 0.513], [-0.021, 0.390, -0.120], [-0.043, -0.240, 0.141], [-0.218, 0.115, -0.388], [0.073, 0.259, 0.140], [-0.059, -0.070, 0.008], [-0.003, -0.022, -0.022], [-0.077, -0.045, -0.013], [0.025, -0.026, -0.031], [-0.004, 0.002, 0.040], [-0.002, 0.059, -0.006], [0.074, -0.086, 0.001], [-0.003, 0.007, 0.045], [-0.018, 0.077, 0.008], [-0.051, 0.079, -0.008], [0.025, -0.091, 0.069], [0.029, -0.039, 0.078], [-0.021, 0.093, -0.021], [-0.155, 0.129, 0.163], [-0.034, -0.049, -0.014], [0.173, 0.055, -0.028], [-0.010, -0.131, 0.054], [0.041, -0.044, 0.054], [0.064, 0.004, 0.079], [0.062, 0.040, 0.035], [0.021, 0.077, -0.001], [0.015, 0.127, -0.043], [0.054, -0.140, 0.038], [-0.031, -0.101, -0.014], [-0.038, 0.000, -0.047], [-0.012, 0.065, -0.070], [-0.047, -0.043, 0.159], [-0.025, -0.008, -0.047], [0.012, -0.013, -0.047], [-0.029, 0.019, 0.014]],
  "lowdin_charge": [-0.104, -0.234, -0.183, -0.136, -0.049, -0.424, 0.061, -0.240, -0.141, -0.158, -0.319, -0.221, -0.133, 0.639, -0.276, -0.293, -0.191, -0.038, -0.053, -0.021, -0.145, -0.007, -0.044, -0.114, 0.104, -0.205, -0.155, -0.147, -0.121, -0.179, 0.083, 0.088, 0.083, 0.122, 0.131, 0.110, 0.132, 0.137, 0.113, 0.132, 0.125, 0.117, 0.150, 0.120, 0.124, 0.091, 0.116, 0.109, 0.115, 0.118, 0.104, 0.113, 0.128, 0.114, 0.122, 0.124, 0.120, 0.130, 0.122, 0.132],
  "smiles": "CN1CCN(C(=O)[C@H]2CC[C@H](CNS(=O)(=O)c3cccc4cccnc34)CC2)CC1",
  "e_homo_ev": -8.79,
  "total_charge": 0,
  "gap_ev": 8.37,
  "relative_energy_kcal_mol": 54.96
}